Record 1
DFT (the ωB97M-V functional and the def2-TZVPD basis) results for a 16-piece molecular cluster, C2H36N2O15 overall in a non-equilibrium geometry.

As for the frontier orbital gap: 7.2 eV. For the HOMO energy, the calculation gives -7.23 eV. Its total charge is 0.

```
55
C2H36N2O15 the ωB97M-V functional and the def2-TZVPD basis
C -0.165 0.265 -1.431
C 0.010 -0.425 -0.309
N -0.529 0.020 0.932
N 0.491 -0.151 -2.635
H -1.006 0.922 -1.624
H 0.693 -1.261 -0.259
H -0.372 -0.631 1.687
H -1.526 0.154 0.855
H 1.241 -0.790 -2.400
H 0.955 0.623 -3.114
H 3.775 -0.355 -1.775
H 4.484 -1.216 -0.690
O 3.763 -1.235 -1.334
H -3.083 1.660 0.288
H -4.291 1.272 -0.574
O -3.400 0.989 -0.349
H -0.095 3.341 2.522
H 0.867 2.515 1.737
O 0.283 3.284 1.628
H 1.557 -4.595 0.088
H 0.163 -4.599 0.651
O 0.787 -5.159 0.183
H -1.624 3.067 1.328
H -3.020 3.242 2.045
O -2.599 2.999 1.249
H -1.637 3.472 -1.103
H -0.418 3.523 -0.212
O -0.728 3.161 -1.070
H 1.505 -2.306 2.507
H 2.464 -2.039 1.253
O 2.096 -1.667 2.061
H 2.781 1.927 -1.638
H 4.236 1.823 -1.707
O 3.463 1.427 -2.115
H 2.050 1.503 0.064
H 3.132 1.189 1.141
O 2.455 1.829 0.882
H -1.027 -3.126 -0.621
H -2.302 -2.482 -0.195
O -1.599 -3.065 0.168
H -3.190 -0.536 -0.131
H -4.307 -0.961 -1.029
O -3.710 -1.306 -0.383
H 0.491 2.721 -2.264
H 0.569 2.737 -3.825
O 1.055 2.531 -3.045
H -0.914 -1.591 -2.712
H -1.283 -3.078 -3.152
O -1.005 -2.520 -2.421
H -1.396 1.412 3.888
H -0.083 1.950 4.605
O -0.788 2.153 3.977
H 0.358 -4.115 2.723
H -0.783 -3.118 2.399
O -0.034 -3.263 2.975
```

Record 2
DFT (the ωB97M-V functional and the def2-TZVPD basis) results for C2H37InO19 as an isolated structure in a non-equilibrium geometry.

As for the frontier orbital gap: 3.9 eV. For the HOMO energy, the calculation gives -15.12 eV. Its total charge is +2.

```
59
C2H37InO19 the ωB97M-V functional and the def2-TZVPD basis
In -0.258 0.042 0.587
C 2.524 3.149 -2.932
C 1.933 1.787 -2.550
O 2.446 0.736 -3.028
O 0.910 1.583 -1.821
H 1.724 3.883 -3.028
H 2.901 3.083 -3.953
H 3.352 3.460 -2.296
O -1.671 -1.397 2.730
H -1.202 -1.907 3.391
H -2.463 -1.904 2.553
O -1.248 -2.376 -3.632
H -2.150 -2.079 -3.518
H -1.166 -2.542 -4.572
O 3.913 2.431 1.648
H 4.509 2.660 0.935
H 3.040 2.492 1.260
O 1.302 -0.190 3.262
H 1.083 -0.235 4.193
H 2.258 -0.231 3.239
O 2.667 -3.933 -0.742
H 3.173 -4.702 -1.005
H 2.625 -3.392 -1.530
O -0.417 -2.588 5.087
H -0.055 -3.163 4.413
H 0.312 -2.018 5.333
O 1.129 -2.560 1.246
H 1.668 -3.097 0.664
H 1.028 -3.090 2.037
O 0.752 -1.248 -1.993
H 0.363 -1.787 -2.682
H 1.340 -0.653 -2.457
O -1.850 -2.347 -0.231
H -1.806 -3.216 0.168
H -2.435 -2.456 -0.981
O -0.777 1.447 -4.214
H -0.059 1.097 -4.743
H -0.379 1.637 -3.365
O -2.013 0.347 -1.912
H -2.025 0.900 -2.693
H -2.676 -0.322 -2.082
O -1.132 2.940 0.007
H -0.883 3.702 -0.516
H -1.879 3.239 0.526
O 1.390 2.592 1.767
H 1.792 2.545 2.635
H 0.982 3.458 1.739
O 2.737 -0.032 0.631
H 3.465 -0.088 0.013
H 3.094 -0.365 1.454
O -5.206 -1.285 0.156
H -4.516 -1.595 -0.429
H -5.892 -0.964 -0.431
O -1.576 1.874 2.779
H -2.326 1.857 3.374
H -1.349 2.802 2.706
O -3.281 0.616 0.931
H -3.965 0.032 0.603
H -3.756 1.375 1.269
```

Record 3
DFT (the ωB97M-V functional and the def2-TZVPD basis) results for C2H3AlNO2 as an isolated structure in a non-equilibrium geometry.

As for the frontier orbital gap: 9.0 eV. For the HOMO energy, the calculation gives -5.01 eV. Its total charge is -1.

```
9
C2H3AlNO2 the ωB97M-V functional and the def2-TZVPD basis
C 2.473 0.472 0.171
C 1.331 -0.205 0.134
Al -0.591 -0.912 -0.242
O -1.828 -0.172 0.968
N -1.731 1.171 1.003
O -1.428 1.582 -0.106
H 3.381 1.133 -0.101
H -0.993 -0.554 -1.757
H -0.615 -2.515 -0.069
```

Record 4
DFT (the ωB97M-V functional and the def2-TZVPD basis) results for C2H3AlO2 as an isolated structure in a non-equilibrium geometry.

As for the frontier orbital gap: 4.7 eV. For the HOMO energy, the calculation gives -21.21 eV. Its total charge is +2.

```
8
C2H3AlO2 the ωB97M-V functional and the def2-TZVPD basis
Al -1.603 2.032 -2.486
C 0.554 -0.789 0.029
C -0.207 0.302 0.853
O -0.890 1.148 0.197
O 0.078 0.473 2.061
H -0.141 -1.098 -0.752
H 0.777 -1.733 0.526
H 1.434 -0.336 -0.428
```

Record 5
DFT (the ωB97M-V functional and the def2-TZVPD basis) results for C2H3BO3 as an isolated structure in a non-equilibrium geometry.

As for the frontier orbital gap: 9.8 eV. For the HOMO energy, the calculation gives -11.11 eV. Its total charge is 0.

```
9
C2H3BO3 the ωB97M-V functional and the def2-TZVPD basis
B -0.816 -0.842 -0.050
C 2.831 -0.482 0.013
C 1.782 -1.079 -0.001
O -0.448 0.505 -0.062
O -2.159 -1.197 0.106
O 0.030 -1.826 -0.016
H 3.855 -0.429 0.234
H -1.044 1.099 0.523
H -2.815 -0.626 -0.430
```

Record 6
DFT (the ωB97M-V functional and the def2-TZVPD basis) results for a 2-piece molecular cluster, C2H3Br overall in a non-equilibrium geometry.

As for the frontier orbital gap (alpha / beta): 7.1 / 7.1 eV. For the HOMO energy (alpha / beta), the calculation gives -9.42 / -9.42 eV. Its total charge is 0.

```
6
C2H3Br the ωB97M-V functional and the def2-TZVPD basis
C 0.438 -0.325 0.650
C -0.262 -0.446 -0.409
Br -0.391 2.259 -1.569
H 0.300 -1.070 1.356
H 0.680 0.747 1.036
H -0.765 -1.165 -1.063
```